Entry 1:
The molecule C4H7NO2. Source: the Open Molecules 2025 dataset; level of theory: the ωB97M-V functional and the def2-TZVPD basis.

Last column: natural (NBO) charge in e.
Element x y z (Å)
C 0.045888 1.100264 1.184017  -0.693
C -0.043843 0.472658 -0.173359  0.194
N 0.644948 0.764469 -1.209223  -0.134
O 1.494754 1.841481 -0.992253  -0.575
C -0.956602 -0.713681 -0.322136  0.015
C -0.333257 -2.035009 -0.275270  -0.092
O -1.036727 -1.524989 0.844834  -0.488
H 0.956998 1.689454 1.278035  0.242
H -0.823922 1.740778 1.368101  0.233
H 0.018638 0.296054 1.925109  0.246
H 1.976516 1.907886 -1.827025  0.478
H -1.906810 -0.574519 -0.841681  0.202
H -0.789886 -2.890881 -0.754495  0.185
H 0.753304 -2.073963 -0.204654  0.185

Cartesian forces, eV/Å:
0.0317 0.0272 -0.0522
0.2465 0.0185 -0.3101
-0.5257 -0.2805 0.4970
0.2257 0.2340 -0.1504
0.0173 0.0761 -0.1363
0.1439 -0.2134 -0.3146
0.0014 -0.0006 0.1949
-0.1415 -0.0353 0.0464
0.1168 -0.0260 -0.0483
0.0550 0.2039 -0.0586
-0.1328 -0.0146 0.1726
0.2376 0.0103 0.0775
-0.1131 -0.0009 -0.0847
-0.1629 0.0012 0.1668

net charge	0
spin multiplicity	1
SMILES	C/C(=N\O)[C@H]1CO1

***

Entry 2:
The molecule C2N2O3S. Source: the Open Molecules 2025 dataset; level of theory: the ωB97M-V functional and the def2-TZVPD basis.

Last column: natural (NBO) charge in e.
Element x y z (Å)
O -2.308082 -1.368388 0.174019  -0.450
C -1.452497 -0.572317 -0.019456  0.824
N -1.753119 0.830483 -0.235915  -0.200
N -0.911366 1.679584 -0.079534  0.241
O 0.424791 1.268688 0.296271  -0.385
C 0.857233 0.013784 0.036093  0.399
S 2.402541 -0.384405 -0.043918  0.051
O -0.143919 -0.908899 -0.118913  -0.480

Cartesian forces, eV/Å:
0.4882 0.4620 -0.1184
-0.3778 -0.2001 0.0966
-0.0730 -0.3011 0.0181
-0.1666 0.2127 -0.0734
0.3866 -0.3577 0.0339
-0.1493 0.2340 0.0506
-0.1615 0.0376 0.0020
0.0535 -0.0875 -0.0093

net charge	0
spin multiplicity	1
SMILES	O=c1nnoc(=S)o1

***

Entry 3:
The molecule C5H5ClS at a distorted geometry. Source: the Open Molecules 2025 dataset; level of theory: the ωB97M-V functional and the def2-TZVPD basis.

Last column: natural (NBO) charge in e.
Element x y z (Å)
C -2.225151 -0.018951 0.012876  -0.380
C -0.960691 -0.147200 -0.384819  -0.059
Cl -0.397176 0.634592 -1.802033  0.030
C 0.022644 -0.977109 0.364607  -0.156
C -0.128528 -2.336793 0.386136  -0.266
C 1.198266 -0.387671 0.988129  -0.283
S 1.462545 1.205485 1.236535  0.068
H -2.988452 0.521077 -0.547743  0.215
H -2.612894 -0.526583 0.886208  0.211
H -0.975379 -2.821942 -0.053724  0.208
H 0.530264 -2.999511 0.958101  0.203
H 1.958487 -1.042515 1.405583  0.209

Cartesian forces, eV/Å:
-0.2871 -0.1367 -0.4252
-0.7973 -0.1059 1.0405
0.2515 0.1813 -0.3930
0.1228 -1.9653 -0.6145
0.3783 1.3350 0.7756
0.3094 1.3614 0.6464
-0.2760 -0.7089 -0.2971
0.4797 0.0623 -0.0294
0.3724 -0.0434 0.1434
-0.3520 -0.0098 -0.3461
0.0239 0.4701 -0.2794
-0.2256 -0.4402 -0.2212

net charge	0
spin multiplicity	1
SMILES	C=C(Cl)C(=C)C=S

***

Entry 4:
A 15-piece molecular cluster, C18H66N14O15 overall at a distorted geometry. Source: the Open Molecules 2025 dataset; level of theory: the ωB97M-V functional and the def2-TZVPD basis.

Last column: Löwdin charge in e.
Element x y z (Å)
C -0.885761 3.312142 -1.262646  -0.083
C -0.759761 4.666142 -1.972646  -0.306
O -1.947761 5.368142 -2.251646  -0.080
H -1.787761 2.727142 -1.423646  0.046
H -0.752761 3.416142 -0.235646  0.039
H -0.151761 2.634142 -1.635646  0.033
H -0.099761 4.475142 -2.868646  0.114
H -0.131761 5.269142 -1.272646  0.117
H -2.392761 5.576142 -1.382646  0.120
C 2.650239 2.611142 -1.225646  -0.072
C 4.100239 2.767142 -0.822646  -0.263
O 4.487239 1.822142 0.169354  -0.102
H 2.384239 1.628142 -1.694646  0.074
H 2.187239 3.333142 -1.908646  0.069
H 2.037239 2.703142 -0.308646  0.052
H 4.353239 3.793142 -0.443646  0.135
H 4.609239 2.714142 -1.754646  0.102
H 4.169239 2.046142 1.052354  0.011
C -3.257761 -1.545858 0.469354  -0.093
C -3.957761 -2.311858 1.566354  -0.285
O -4.509761 -3.473858 0.898354  -0.105
H -2.567761 -2.200858 -0.006646  0.049
H -2.752761 -0.655858 0.845354  0.058
H -3.924761 -1.451858 -0.354646  0.060
H -4.787761 -1.691858 1.878354  0.102
H -3.510761 -2.486858 2.550354  0.093
H -3.789761 -4.096858 0.579354  0.081
C -0.448761 -3.868858 -3.510646  -0.670
O 0.099239 -5.110858 -3.678646  -0.110
N -0.543761 -3.269858 -2.363646  0.138
N -0.640761 -3.114858 -4.521646  0.112
H -0.368761 -4.050858 -1.668646  0.076
H -1.205761 -2.507858 -2.217646  0.074
H -0.544761 -3.583858 -5.444646  0.153
H -1.080761 -2.084858 -4.561646  0.193
C -0.588761 -4.903858 0.311354  -0.523
O -1.821761 -5.280858 0.902354  -0.118
N 0.083239 -3.808858 0.656354  0.163
N 0.032239 -5.470858 -0.723646  0.110
H -0.231761 -3.433858 1.546354  0.085
H 0.948239 -3.631858 0.213354  0.059
H -0.465761 -6.212858 -1.275646  0.157
H 1.052239 -5.394858 -0.962646  0.156
C 2.580239 3.429142 2.574354  -0.553
O 2.965239 4.584142 3.377354  -0.163
N 3.297239 2.367142 2.459354  0.146
N 1.418239 3.218142 2.067354  0.149
H 4.206239 2.230142 2.961354  0.183
H 2.850239 1.551142 2.119354  0.045
H 0.747239 4.048142 2.039354  0.185
H 1.258239 2.451142 1.447354  0.074
C -2.921761 0.034142 -2.935646  -0.734
O -2.251761 -1.102858 -2.674646  -0.103
N -4.171761 0.122142 -2.922646  0.179
N -2.385761 1.140142 -3.132646  0.175
H -4.745761 -0.603858 -2.418646  0.162
H -4.519761 1.080142 -3.141646  0.148
H -1.347761 1.073142 -3.209646  0.086
H -2.820761 2.075142 -3.288646  0.162
C 2.399239 -1.390858 -3.103646  -0.584
O 3.586239 -0.691858 -3.106646  -0.126
N 1.661239 -1.646858 -2.019646  0.168
N 1.810239 -1.837858 -4.231646  0.171
H 2.070239 -1.427858 -1.089646  0.072
H 0.782239 -2.109858 -2.081646  0.039
H 2.233239 -1.402858 -5.062646  0.127
H 0.889239 -2.277858 -4.344646  0.045
C 1.267239 -1.036858 5.410354  -0.615
O 1.684239 -2.310858 5.992354  -0.180
N 1.744239 -0.574858 4.322354  0.134
N 0.299239 -0.342858 5.872354  0.170
H 2.694239 -0.924858 3.940354  0.190
H 1.373239 0.307142 3.916354  0.113
H -0.416761 -0.698858 6.523354  0.151
H -0.148761 0.370142 5.310354  0.082
C 2.771239 -1.048858 0.752354  -0.585
O 2.113239 0.026142 1.348354  -0.121
N 3.840239 -0.885858 0.052354  0.213
N 2.353239 -2.277858 0.906354  0.161
H 4.042239 0.092142 -0.153646  0.090
H 4.311239 -1.616858 -0.454646  0.137
H 1.481239 -2.354858 1.477354  0.095
H 2.920239 -3.064858 0.689354  0.127
C 0.992239 1.729142 -4.233646  -0.151
O 0.306239 0.876142 -3.409646  -0.155
H 0.495239 1.973142 -5.135646  0.081
H 1.905239 1.323142 -4.640646  0.089
H 1.195239 2.606142 -3.671646  0.046
H 0.989239 0.336142 -2.923646  0.070
C -1.021761 2.885142 4.359354  -0.164
O -0.017761 2.007142 4.116354  -0.167
H -1.357761 2.499142 5.315354  0.088
H -1.758761 2.968142 3.496354  0.100
H -0.554761 3.865142 4.459354  0.088
H 0.401239 2.390142 3.332354  0.021
C -0.392761 0.111142 -0.279646  -0.151
O -0.500761 0.786142 0.935354  -0.159
H -0.295761 -0.955858 -0.128646  0.080
H 0.464239 0.400142 -0.859646  0.050
H -1.241761 0.475142 -0.758646  0.042
H -0.245761 0.098142 1.629354  0.090
C -1.026761 -2.031858 3.220354  -0.153
O 0.090239 -1.686858 2.556354  -0.162
H -1.770761 -1.358858 2.934354  0.059
H -0.939761 -1.725858 4.299354  0.107
H -1.344761 -3.034858 3.190354  0.087
H 0.690239 -1.339858 3.227354  0.019
C -3.674761 1.824142 0.317354  -0.189
O -2.671761 2.403142 1.074354  -0.130
H -4.278761 1.035142 0.808354  0.078
H -3.269761 1.404142 -0.595646  0.049
H -4.489761 2.518142 0.238354  0.078
H -1.877761 1.834142 1.055354  0.024

Cartesian forces, eV/Å:
-0.6616 -0.0913 -1.4816
1.7456 -0.4093 0.7660
-0.7958 0.0422 0.8475
-0.3910 0.6301 -0.0334
0.0813 0.1155 1.7934
0.9644 -0.3395 -0.1797
-1.3000 0.7872 0.3494
-0.1971 -0.0875 -0.6581
0.7736 -0.3872 -1.4111
-1.8687 -0.5384 0.8612
-0.6209 1.5573 0.6226
0.8814 -0.7022 -1.7617
0.7449 0.5053 0.5696
0.8053 0.3426 0.0672
0.0900 -0.2166 -0.5256
-0.6013 -0.6644 -0.2273
1.4208 -0.8416 -0.3490
-0.1765 0.6799 -0.5034
0.9949 -0.4323 1.3215
-1.2497 -0.4452 -1.0877
0.7802 -0.6580 0.4953
1.3590 -0.5685 -0.0387
-0.1783 0.1467 -0.4696
-0.9379 0.9822 -0.2990
-0.8234 -0.0538 -0.1457
0.7671 -0.5369 -0.6499
-0.7745 1.1719 0.9273
3.5731 -6.8702 -0.3346
-2.6157 5.1242 0.9807
-0.2400 -1.4830 3.9702
-2.3591 4.2064 -6.7042
-0.7041 1.7424 -0.5030
-0.2558 -0.0654 -0.0436
-0.2224 0.5537 1.1050
0.9258 -3.3264 0.8949
-5.5181 -1.6063 2.8361
6.6892 2.0744 -3.5137
-1.9818 -0.0959 2.0042
-0.0611 -3.4690 -2.2933
0.7189 0.3770 -0.4671
0.4450 0.4433 -0.0504
0.8231 1.0623 0.9250
-1.7269 0.0429 0.5743
3.3091 7.8327 6.6728
-2.2668 -6.2033 -4.8685
4.9335 -2.0258 1.5900
-5.5560 3.3749 -1.2678
-1.5278 0.6348 -0.4340
-0.3988 -1.5468 -0.4084
1.4130 -1.6939 -0.1723
-0.3586 -0.4650 -0.5222
3.7452 -7.5309 2.1120
-1.9872 3.6431 -1.2044
-8.0411 -0.8106 0.7148
5.8429 5.9735 -1.7801
0.7920 1.3886 -1.1642
-0.4051 -1.7804 0.6392
-0.7237 0.5150 0.0036
0.3823 -1.6272 0.3066
4.1382 2.3845 -0.6966
-5.6402 -3.2201 0.2146
2.1626 1.3491 2.4886
1.6152 1.2212 -1.7389
-0.7988 -0.2915 -1.8194
-0.5685 -0.5367 -0.1088
-0.3540 -0.7069 0.5435
0.7667 0.2977 0.4232
2.3286 -9.5558 5.3917
-1.9819 6.9191 -3.1947
4.6804 1.3574 -5.4765
-4.9838 1.7535 2.8197
-2.4381 0.8004 1.0785
0.7039 -0.7283 0.6290
1.4360 -0.3281 -0.2308
0.7154 0.3467 -0.2347
-2.0847 4.9406 3.5149
2.5946 -4.4850 -2.3515
1.5057 1.3911 -1.0637
-2.8345 -0.9341 1.7778
0.6440 0.1761 -0.0867
-0.1244 0.0548 -0.1178
1.2514 -0.0462 -0.3205
0.3753 -0.3882 -0.0121
1.3006 0.6555 -0.7974
0.5329 -2.3326 1.1961
-1.3935 0.3239 -0.6680
0.7044 -0.3758 0.4196
0.5093 1.1954 0.0686
-1.3204 0.6061 -0.4867
-1.5711 1.4426 0.0394
2.0897 -2.0022 -1.6781
-1.2931 0.8343 0.1080
0.3205 -0.4335 1.3127
-0.4182 0.4389 0.4756
0.6785 -0.5632 0.0046
0.8231 0.0201 0.0386
0.9593 -0.9370 2.9401
-0.6278 -0.3416 -0.1421
0.6395 0.4523 -0.0082
-1.5033 -0.4982 -1.7043
-0.1648 1.4036 -0.9209
-1.5748 1.3209 3.7200
2.2907 0.1623 -1.9293
-1.8689 0.5843 -0.9115
0.1004 -0.9112 -0.6774
-0.2367 -1.4224 -0.3782
0.8356 0.0621 -0.1681
-1.1423 -0.8821 0.6660
0.5055 0.3026 0.8248
0.8868 -0.3514 0.2393
-0.4003 0.1439 -0.5284
-0.0254 1.0180 -0.9966
-0.2195 -0.0640 0.1161

net charge	0
spin multiplicity	1

***

Quick rundown of HOMO level, same order as above: -9.66 -10.10 -8.81 -9.29 eV
Quick rundown of relative energy (zero: lowest compared OMol25 entry of this formula, charge and spin), same order as above: 84.0 12.0 20.1 102.2 kcal per mole